1.
# C27H19Cl2IrN7O2S

A structure of composition C27H19Cl2IrN7O2S (ωB97M-V/def2-TZVPD, the OMol25 dataset).

Positions of all 59 atoms, in Å:
Ir1 0.804 0.744 -0.390
Cl1 -3.435 -1.915 -5.030
C1 -2.793 -1.293 -3.583
C2 -1.514 -0.813 -3.562
C3 -0.964 -0.322 -2.364
N1 0.277 0.197 -2.207
C4 1.236 0.279 -3.219
O1 1.163 -0.209 -4.314
C5 2.413 1.109 -2.791
C6 3.393 1.409 -3.713
C7 4.438 2.238 -3.334
C8 4.424 2.774 -2.058
C9 3.403 2.431 -1.191
N2 2.426 1.580 -1.525
C10 -1.756 -0.283 -1.160
C11 -3.073 -0.802 -1.222
C12 -3.581 -1.280 -2.393
Cl2 -5.184 -1.877 -2.410
N3 -1.108 0.247 -0.095
C13 -0.768 0.366 2.306
O2 -1.626 0.347 3.438
C14 0.581 0.952 2.593
C15 0.921 1.207 3.908
C16 2.215 1.603 4.207
C17 3.128 1.691 3.173
C18 2.703 1.422 1.887
N4 1.442 1.091 1.585
H1 -0.932 -0.806 -4.468
H2 3.302 0.998 -4.709
H3 5.229 2.481 -4.030
H4 5.193 3.457 -1.727
H5 3.355 2.879 -0.211
H6 -3.707 -0.881 -0.359
H7 0.179 1.076 4.681
H8 2.505 1.803 5.229
H9 4.160 1.957 3.350
H10 3.402 1.445 1.069
C19 -4.120 1.489 0.930
N5 -3.039 0.574 1.338
C20 -3.264 -0.434 2.070
C21 -2.114 -0.907 2.948
N6 -0.863 -1.092 2.222
C22 -1.608 0.903 1.052
S1 -1.191 2.605 0.654
C23 -0.298 -2.019 1.358
C24 -0.722 -3.345 1.373
C25 -0.025 -4.267 0.618
C26 1.075 -3.853 -0.124
C27 1.402 -2.515 -0.108
N7 0.721 -1.596 0.596
H11 -5.037 0.920 0.782
H12 -3.845 2.002 0.013
H13 -4.268 2.217 1.726
H14 -4.301 -0.712 2.245
H15 -2.369 -1.628 3.720
H16 -1.562 -3.640 1.990
H17 -0.328 -5.306 0.616
H18 1.661 -4.552 -0.702
H19 2.245 -2.146 -0.678

Summary:
HOMO (spin up / spin down)   -13.235 / -13.849 eV
Spin multiplicity   2
Relative energy (zero: lowest compared OMol25 entry of this formula, charge and spin)   124.3 kcal per mole
Net charge   +2
<S²>   1.114
Calculated total energy   -2996.37482 Ha

2.
# C6H5N3O

A structure of composition C6H5N3O (ωB97M-V/def2-TZVPD, the OMol25 dataset).

Positions of all 15 atoms, in Å:
C1 1.083 0.769 -0.047
C2 -0.740 -0.028 -0.038
C3 -2.229 -0.037 0.027
C4 -2.960 -1.118 -0.068
C5 1.242 -0.506 -0.078
C6 2.380 -1.355 0.018
H1 3.074 1.371 0.385
H2 2.079 2.979 0.002
H3 -2.773 1.223 -0.177
H4 -4.101 -0.750 0.322
H5 -2.575 -2.265 -0.077
N1 2.192 1.769 -0.069
N2 -0.033 -1.151 -0.093
N3 3.497 -2.005 -0.040
O1 -0.138 1.105 -0.067

Summary:
HOMO   -8.721 eV
Relative energy (zero: lowest compared OMol25 entry of this formula, charge and spin)   134.1 kcal per mole
Net charge   0
Calculated total energy   -470.93265 Ha

3.
# C21H24Br3N2O4PRuS2

A structure of composition C21H24Br3N2O4PRuS2 (ωB97M-V/def2-TZVPD, the OMol25 dataset).

Positions of all 58 atoms, in Å:
Ru1 -0.114 -0.490 1.311
O1 5.423 -3.258 0.908
C1 4.237 -2.675 1.009
C2 3.838 -1.872 2.081
C3 2.589 -1.314 2.041
N1 1.691 -1.503 1.043
C4 2.091 -2.300 0.032
Br1 0.918 -2.683 -1.385
C5 3.331 -2.888 -0.032
H1 5.993 -3.074 1.667
H2 4.491 -1.673 2.920
H3 2.270 -0.669 2.849
H4 3.607 -3.512 -0.868
C6 -0.263 -4.120 1.592
C7 -1.502 -3.440 1.115
C8 -2.592 -4.216 0.683
C9 -3.774 -3.632 0.334
C10 -3.910 -2.238 0.471
C11 -5.121 -1.503 0.282
Br2 -6.636 -2.354 -0.345
C12 -5.207 -0.149 0.579
C13 -4.112 0.534 1.066
Br3 -4.216 2.317 1.527
C14 -2.855 -0.136 1.208
O2 -1.830 0.432 1.675
C15 -2.778 -1.528 0.876
N2 -1.581 -2.102 1.133
H5 -0.539 -4.915 2.285
H6 0.404 -3.431 2.101
H7 0.266 -4.587 0.760
H8 -2.479 -5.291 0.648
H9 -4.610 -4.234 0.005
H10 -6.147 0.366 0.442
C16 2.229 1.984 -2.961
C17 2.670 2.371 -1.568
C18 3.381 1.269 -0.819
O3 1.493 2.882 -0.822
P1 0.405 2.174 0.033
S1 1.017 1.507 1.820
S2 -0.261 0.389 -0.766
O4 -0.698 3.240 0.256
C19 -1.324 4.164 -0.730
C20 -1.615 3.451 -2.030
C21 -0.465 5.398 -0.869
H11 3.109 1.772 -3.568
H12 1.681 2.796 -3.438
H13 1.605 1.089 -2.944
H14 3.300 3.257 -1.607
H15 2.769 0.362 -0.780
H16 3.644 1.575 0.192
H17 4.301 1.035 -1.356
H18 -2.255 4.413 -0.225
H19 -0.695 3.165 -2.544
H20 -2.158 4.131 -2.686
H21 -2.231 2.565 -1.873
H22 0.466 5.178 -1.390
H23 -0.236 5.823 0.107
H24 -1.014 6.145 -1.444

Summary:
HOMO (spin up / spin down)   -13.756 / -13.662 eV
Relative energy (zero: lowest compared OMol25 entry of this formula, charge and spin)   21.9 kcal per mole
Net charge   +2
Calculated total energy   -10179.34277 Ha

4.
# C7H10BrCuN

A structure of composition C7H10BrCuN (ωB97M-V/def2-TZVPD, the OMol25 dataset).

Positions of all 20 atoms, in Å:
C1 -0.465 1.022 -1.430
C2 0.935 1.084 -1.137
C3 1.101 1.849 0.066
C4 -0.195 2.305 0.478
C5 -1.158 1.785 -0.434
Cu1 0.051 -0.038 0.652
N1 -1.356 -1.272 0.216
C6 -0.349 -2.365 0.082
C7 0.993 -1.713 0.051
H1 2.047 2.075 0.555
H2 1.733 0.623 -1.717
H3 -0.401 2.926 1.343
H4 -2.233 1.940 -0.384
H5 -0.915 0.498 -2.272
H6 1.383 -1.537 -0.951
H7 -0.430 -3.134 0.885
H8 -1.884 -1.491 1.069
H9 1.689 -2.027 0.827
H10 -0.503 -2.881 -0.889
Br1 -0.044 0.350 2.989

Summary:
HOMO (spin up / spin down)   1.635 / 1.482 eV
Spin multiplicity   2
Relative energy (zero: lowest compared OMol25 entry of this formula, charge and spin)   0.0 kcal per mole
Net charge   -2
<S²>   0.757
Calculated total energy   -4541.84323 Ha

Maximum force? In order: 1.2 11.4 1.9 2.3 eV/Å.